(1)
ORCA calculation (ωB97M-V/def2-TZVPD) on a 2-piece molecular cluster, C2H7NS2 overall in a non-equilibrium geometry.

Bonds (Å) are listed after each position.
Geometry (Å):
1 S 1.15 -0.22 0.54  S2 2.174, H9 1.369
2 S 1.10 1.95 0.41  S1 2.174, C4 1.790
3 N -1.85 -2.73 -1.67  C5 1.290, H8 1.028
4 C 1.86 2.20 2.01  S2 1.790, H7 1.094, H10 1.073, H12 1.099
5 C -2.90 -2.04 -1.94  N3 1.290, H6 1.100, H11 1.101
6 H -3.14 -1.82 -2.99  C5 1.100
7 H 1.50 3.15 2.41  C4 1.094
8 H -1.04 -2.10 -1.76  N3 1.028
9 H 2.04 -0.57 -0.45  S1 1.369
10 H 1.71 1.38 2.68  C4 1.073
11 H -3.35 -1.53 -1.08  C5 1.101
12 H 2.94 2.34 1.84  C4 1.099

Computed properties:
DFT total energy, Eh: -931.38977
Energy relative to the best compared isomer or geometry (same formula, charge and spin), kcal/mol: 84.0
Lowest unoccupied orbital energy, eV: -0.01
SMILES: C=N.CSS

Mulliken population analysis, charges in e, atoms 1 to 2:
1 S -0.2469
2 S -0.0465

(2)
ORCA calculation (ωB97M-V/def2-TZVPD) on a 13-piece molecular cluster, C2H29O13 overall in a non-equilibrium geometry.

Bonds (Å) are listed after each position.
Geometry (Å):
1 O -0.40 3.62 1.74  H21 0.957, H42 0.957
2 O -4.20 -0.52 1.15  H17 0.957, H37 0.957
3 O 2.48 1.22 0.39  H31 0.957, H35 0.957
4 O 1.24 -4.66 0.57  H38 0.957, H43 0.957
5 O 2.08 -1.65 -4.08  H20 0.957, H32 0.957
6 O -4.22 -2.47 -1.14  H26 0.957, H34 0.957
7 O 0.99 -0.18 3.33  H22 0.957, H44 0.957
8 O -0.34 3.42 -3.11  H16 0.957, H40 0.957
9 O -2.22 1.63 -3.11  H19 0.957, H28 0.957
10 O -1.56 -0.96 3.05  H25 0.957, H30 0.957
11 O -0.39 0.90 1.03  C15 1.390
12 O 2.26 2.84 2.53  H24 0.957, H36 0.957
13 O 4.63 -0.88 0.48  H18 0.957, H39 0.957
14 C 0.33 -0.98 -0.47  C15 1.518, H23 1.090, H27 1.090, H41 1.090
15 C -0.64 0.13 -0.10  O11 1.390, C14 1.518, H29 1.090, H33 1.090
16 H 0.44 2.90 -2.90  O8 0.957
17 H -4.35 -1.40 0.81  O2 0.957
18 H 4.99 -0.14 0.96  O13 0.957
19 H -1.69 0.91 -2.76  O9 0.957
20 H 2.80 -1.22 -4.54  O5 0.957
21 H -0.49 2.67 1.71  O1 0.957
22 H 0.54 0.15 2.56  O7 0.957
23 H 1.38 -0.94 -0.16  C14 1.090
24 H 1.49 3.42 2.51  O12 0.957
25 H -0.67 -1.32 2.93  O10 0.957
26 H -4.00 -3.35 -0.82  O6 0.957
27 H 0.10 -1.86 0.14  C14 1.090
28 H -2.92 1.74 -2.47  O9 0.957
29 H -1.57 -0.43 -0.03  C15 1.090
30 H -1.52 -0.09 2.65  O10 0.957
31 H 2.62 1.28 -0.55  O3 0.957
32 H 1.53 -0.94 -3.76  O5 0.957
33 H -0.73 0.67 -1.04  C15 1.090
34 H -3.41 -2.15 -1.54  O6 0.957
35 H 1.55 1.02 0.48  O3 0.957
36 H 2.02 2.11 1.97  O12 0.957
37 H -3.27 -0.37 1.02  O2 0.957
38 H 1.61 -4.37 -0.27  O4 0.957
39 H 3.80 -0.56 0.13  O13 0.957
40 H -1.07 2.80 -3.05  O8 0.957
41 H 0.15 -1.43 -1.44  C14 1.090
42 H -0.85 3.93 0.96  O1 0.957
43 H 0.41 -5.08 0.33  O4 0.957
44 H 1.09 0.58 3.90  O7 0.957

Computed properties:
DFT total energy, Eh: -1071.73213
Total charge: -1
Energy relative to the best compared isomer or geometry (same formula, charge and spin), kcal/mol: 44.3
Lowest unoccupied orbital energy, eV: 1.99

Mulliken population analysis, charges in e, atoms 1 to 2:
1 O -0.6977
2 O -0.6764

(3)
ORCA calculation (ωB97M-V/def2-TZVPD) on a single C4H6O2 molecule.

Bonds (Å) are listed after each position.
Geometry (Å):
1 O 0.92 -1.60 0.54  C5 1.416, C6 1.423
2 O -1.29 1.33 0.18  C3 1.304, C4 1.697
3 C -0.41 2.13 -0.35  O2 1.304, C4 1.767, H9 1.133
4 C 0.27 0.76 0.53  O2 1.697, C3 1.767, C5 1.515, H8 1.083, H10 1.108
5 C -0.17 -0.69 0.58  O1 1.416, C4 1.515, C6 1.458, H12 1.088
6 C 0.03 -1.56 -0.57  O1 1.423, C5 1.458, H7 1.088, H11 1.091
7 H -0.60 -2.43 -0.69  C6 1.088
8 H 0.56 1.19 1.48  C4 1.083
9 H -0.42 2.01 -1.48  C3 1.133
10 H 1.10 0.79 -0.20  C4 1.108
11 H 0.45 -1.15 -1.48  C6 1.091
12 H -0.94 -0.92 1.31  C5 1.088

Computed properties:
DFT total energy, Eh: -306.25327
Energy relative to the best compared isomer or geometry (same formula, charge and spin), kcal/mol: 158.8
Lowest unoccupied orbital energy (spin up / spin down), eV: 0.43 / 0.43

Mulliken population analysis, charges in e, atoms 1 to 2:
1 O -0.4403
2 O -0.2493

(4)
ORCA calculation (ωB97M-V/def2-TZVPD) on a 3-piece molecular cluster, C2HN2O4 overall in a non-equilibrium geometry.

Bonds (Å) are listed after each position.
Geometry (Å):
1 O -4.68 -0.70 0.85  N6 1.248
2 O -4.78 -0.61 -1.38  N6 1.217
3 O 0.82 0.20 -0.05  H9 1.025
4 O -0.75 -0.65 -0.74  C7 1.175
5 N -1.00 -4.22 0.01  C8 1.202
6 N -4.27 -0.91 -0.31  O1 1.248, O2 1.217
7 C -0.89 -1.81 -0.59  O4 1.175, C8 1.301
8 C -1.01 -3.02 -0.16  N5 1.202, C7 1.301
9 H 0.51 1.10 0.34  O3 1.025

Computed properties:
DFT total energy, Eh: -487.01857
Total charge: -1
Energy relative to the best compared isomer or geometry (same formula, charge and spin), kcal/mol: 206.9
Lowest unoccupied orbital energy (spin up / spin down), eV: 3.41 / 0.40

Mulliken population analysis, charges in e, atoms 1 to 2:
1 O -0.3919
2 O -0.3881